No. 1
Molecular formula: C21H42O7
Method: DFT, ωB97M-V with the def2-TZVPD basis set

XYZ file:
```
70
Properties=species:S:1:pos:R:3:forces:R:3:nbo_charge:R:1
C 4.71109 -0.35002 1.27181 -0.266 0.212 -0.721 -0.722
C 3.39960 -1.07769 1.03293 0.327 0.308 0.186 0.600
C 2.30835 -0.91374 2.03759 0.282 -0.308 0.705 -0.723
O 3.24027 -1.82395 0.10699 0.053 -0.595 -0.920 -0.551
H 5.29525 -0.79035 2.07987 -0.277 0.203 0.276 0.233
H 4.44922 0.69550 1.43436 0.274 0.077 0.490 0.231
H 5.34076 -0.37251 0.38237 -0.190 -0.211 -0.080 0.239
H 2.78982 -0.99044 3.01248 -0.055 0.190 0.151 0.212
H 1.57549 -1.71548 1.94688 0.763 0.292 -0.463 0.231
H 1.66148 -0.03694 2.00765 1.648 -0.162 0.184 0.242
C -0.97995 2.58963 1.68867 -2.938 -0.429 1.456 -0.721
C -1.96143 3.33600 2.54283 1.743 3.842 -1.553 0.596
C -2.20814 2.78249 3.93113 -1.454 0.453 0.017 -0.730
O -2.30266 4.45400 2.07602 -0.434 -2.730 2.131 -0.555
H -0.92663 2.98058 0.67259 -1.721 -0.382 2.123 0.248
H -1.44648 1.60545 1.64573 0.263 0.973 -0.091 0.228
H -0.01471 2.49966 2.18698 -0.008 0.066 0.004 0.210
H -2.46629 1.72592 3.85950 0.167 -0.078 0.050 0.225
H -3.05484 3.29272 4.39032 -0.149 0.034 -0.128 0.239
H -1.40919 2.91214 4.66118 0.475 -0.009 -0.527 0.243
C -0.64586 -4.55822 2.56125 0.664 1.764 0.731 -0.711
C -0.15485 -3.08260 2.70423 -1.589 1.521 -2.551 0.641
C 1.04885 -2.82755 3.65662 -2.125 -0.699 0.331 -0.733
O -0.67848 -2.19486 1.96695 1.108 -4.165 3.680 -0.588
H 0.15600 -5.01158 1.97850 -0.108 -0.501 0.097 0.239
H -1.61249 -4.64969 2.06592 0.249 0.288 -0.081 0.255
H -0.69918 -4.94894 3.57742 0.129 -0.479 -0.187 0.222
H 1.20893 -1.78700 3.93899 -0.145 -0.316 -0.371 0.239
H 1.92433 -3.31190 3.22412 0.040 0.038 0.302 0.248
H 0.71912 -3.33354 4.56400 0.449 -0.333 0.192 0.232
C -1.79052 -0.32024 -3.26534 0.001 0.477 -0.975 -0.732
C -1.60466 1.09321 -3.81241 0.475 -0.223 -1.785 0.595
C -1.63001 2.26518 -2.89409 -0.692 0.305 0.787 -0.775
O -1.38492 1.26478 -5.01676 -0.214 -0.352 1.547 -0.564
H -2.72441 -0.43180 -2.71444 0.002 0.234 0.111 0.242
H -0.99503 -0.60468 -2.57658 -0.568 0.478 -0.643 0.242
H -1.78880 -1.06095 -4.06501 0.092 1.235 -0.293 0.227
H -0.95751 3.06956 -3.19213 -1.205 -0.061 -0.221 0.226
H -1.42281 1.94782 -1.87211 0.302 0.271 -0.971 0.269
H -2.65299 2.60351 -2.72927 -0.288 0.235 -0.586 0.252
C 0.20063 3.47815 -0.63974 2.266 -0.542 -0.586 -0.758
C 1.30939 2.80717 -1.54143 0.129 0.899 0.364 0.629
C 1.29312 3.07487 -3.05814 1.022 -0.847 0.337 -0.749
O 2.14356 2.05139 -1.05386 -0.744 1.989 -0.313 -0.576
H -0.81483 3.35500 -1.01624 0.418 0.366 -0.145 0.238
H 0.37187 4.51354 -0.34524 0.214 0.341 -0.759 0.251
H 0.23338 3.02190 0.34964 1.868 0.015 -1.822 0.242
H 0.45961 2.54442 -3.51854 0.547 0.295 -0.029 0.250
H 2.18365 2.61307 -3.48454 0.174 0.037 0.146 0.235
H 1.30820 4.12169 -3.36155 -0.393 0.058 0.317 0.239
C -1.86105 -3.05582 -3.29888 -0.821 -0.154 1.528 -0.741
C -1.71258 -2.74562 -1.81210 -1.118 -1.329 3.033 0.616
C -0.30912 -2.33861 -1.24575 -2.734 -2.510 -0.713 -0.704
O -2.70071 -2.87244 -1.03480 2.870 0.556 -2.462 -0.584
H -2.29951 -4.04903 -3.39574 0.425 -0.156 -0.074 0.248
H -0.94690 -2.86865 -3.86225 -0.349 -0.217 -0.117 0.220
H -2.67987 -2.36380 -3.49569 0.114 -0.593 -0.810 0.255
H 0.19755 -1.65946 -1.93141 -2.235 -3.294 0.348 0.195
H 0.29633 -3.22665 -1.06433 -0.006 -0.267 -0.210 0.242
H -0.46736 -1.87186 -0.27354 0.049 -0.383 -0.461 0.232
C 0.74420 -0.07420 -1.33294 2.679 1.645 -0.191 -0.728
C -0.40449 0.17592 -0.42464 1.067 0.822 -0.254 0.638
C -0.17708 0.09578 1.02036 -0.831 -0.933 0.694 -0.754
O -1.41084 0.61152 -0.89954 -2.214 -0.284 1.293 -0.611
H 0.97491 -0.97269 -1.90529 1.368 2.192 0.824 0.238
H 1.58831 0.02972 -0.65119 0.384 0.298 -0.734 0.261
H 0.70853 0.67249 -2.12621 0.260 0.113 0.421 0.233
H -1.08769 0.29527 1.58524 0.302 -0.891 -0.557 0.217
H 0.60208 0.67881 1.51136 -0.627 0.279 -1.171 0.215
H -0.05896 -0.96539 1.23959 0.839 1.032 -0.300 0.310
```
Positions in Å, forces in eV/Å.

Its relative energy (zero: lowest compared OMol25 entry of this formula, charge and spin) is 974.9 kJ/mol. Its highest occupied orbital energy is -9.2 eV. As for the SMILES: CC(C)=O.CC(C)=O.CC(C)=O.CC(C)=O.CC(C)=O.CC(C)=O.CC(C)=O. For the gap between HOMO and LUMO, the calculation gives 9.39 eV.

No. 2
Molecular formula: C21H43CeN2OP3
Method: DFT, ωB97M-V with the def2-TZVPD basis set

XYZ file:
```
71
Properties=species:S:1:pos:R:3:forces:R:3:lowdin_spin:R:1
Ce -0.29252 -0.37056 -2.01521 3.261 -0.012 8.099 1.021
P -1.02200 -0.83637 2.31418 0.031 -0.262 0.794 0.000
P -2.62479 1.41745 0.05971 -0.857 1.671 1.025 0.001
P 2.40410 -0.71204 0.60350 0.669 0.316 0.126 -0.001
H -1.46800 1.65221 -3.69416 0.355 -0.522 -0.006 0.004
C -0.64171 0.96092 -3.92420 -1.758 -1.445 -4.571 0.061
C -0.88881 -0.39910 -4.25873 0.112 3.583 -2.519 0.039
H -1.88886 -0.81575 -4.37426 -0.125 -0.002 0.464 0.004
C -0.36732 0.53400 3.36081 -0.044 0.406 -0.329 0.000
C -2.53814 -1.19118 3.31402 -0.076 0.010 -0.163 0.000
C -0.00133 -2.21216 2.98210 0.235 -0.278 -0.290 0.000
C -2.89058 2.06821 -1.60852 0.073 -0.022 -0.025 0.001
C -3.86979 0.09801 0.22585 0.115 -0.783 -0.136 0.000
C -3.20270 2.62213 1.26936 0.186 0.376 -0.051 0.000
C 3.67724 -0.54661 -0.71196 0.018 -0.015 -0.231 0.000
C 3.28189 -1.99394 1.60186 -0.221 -0.442 -0.085 0.000
C 2.87564 0.74574 1.62321 -0.236 0.336 -0.007 0.000
H 0.26601 1.46476 -4.26876 0.318 -0.276 0.716 0.004
H -0.08159 -1.03188 -4.65781 -0.057 0.202 0.093 0.002
H -0.86446 0.52564 4.34049 0.280 -0.024 -0.236 0.000
H -0.59292 1.48951 2.87269 0.183 0.046 0.223 0.000
H 0.72047 0.45686 3.49191 -0.381 0.066 -0.087 0.000
H -2.29550 -1.12491 4.38427 -0.157 -0.130 -0.314 0.000
H -2.90388 -2.20097 3.08785 -0.050 0.216 0.095 0.000
H -3.33282 -0.46967 3.09113 0.064 -0.128 0.256 0.000
H 0.34026 -1.97951 4.00075 -0.186 -0.115 -0.249 0.000
H 0.87585 -2.39254 2.34964 -0.217 0.042 0.193 0.000
H -0.59495 -3.13340 3.00479 0.116 0.126 0.051 0.000
H -3.83294 2.62906 -1.56275 0.038 -0.267 -0.337 0.000
H -2.98733 1.22411 -2.31819 -0.269 0.423 0.155 0.000
H -2.09622 2.75088 -1.93590 -0.143 -0.142 0.279 0.000
H -4.85883 0.59574 0.20114 0.531 0.091 -0.123 0.000
H -3.81724 -0.45651 1.16928 0.221 0.278 -0.242 0.000
H -3.84694 -0.62949 -0.59641 0.030 0.217 0.157 0.000
H -4.10947 3.09658 0.87918 0.074 -0.029 0.237 0.000
H -2.41955 3.37453 1.42862 -0.305 -0.069 -0.020 0.000
H -3.41331 2.12441 2.22438 0.030 0.074 -0.224 0.000
H 4.65949 -0.72852 -0.25927 -0.131 0.069 -0.315 0.000
H 3.67344 0.45833 -1.15041 -0.058 -0.259 0.050 0.000
H 3.49784 -1.29592 -1.49613 0.288 0.179 0.026 0.000
H 4.36379 -1.93266 1.41964 -0.323 0.022 0.134 0.000
H 2.93807 -2.99219 1.30754 0.178 0.057 0.156 0.000
H 3.09481 -1.85711 2.67379 -0.015 -0.073 -0.277 0.000
H 3.90943 1.04629 1.39594 -0.301 -0.105 0.128 0.000
H 2.80788 0.50510 2.69427 0.002 0.108 -0.371 0.000
H 2.20467 1.58386 1.39834 0.234 -0.053 0.119 0.000
C 1.33035 2.52239 -1.31176 1.228 1.085 -0.212 -0.007
C 1.42243 3.77091 -0.64242 -0.062 -0.921 -0.579 -0.018
C 2.37042 4.68597 -1.06438 0.287 0.360 0.025 0.001
C 3.29237 4.35866 -2.06491 0.016 -0.233 -0.129 -0.026
C 3.23106 3.11264 -2.70475 -0.091 0.007 -0.056 -0.001
C 2.22450 2.20640 -2.36809 -0.474 0.712 0.708 -0.017
O 0.39959 1.65677 -0.92065 -2.025 -2.666 -1.544 -0.062
H -1.20543 1.55596 0.27399 -0.483 -1.309 -0.259 0.000
H 0.72364 3.96384 0.17303 0.233 0.092 -0.210 -0.001
H 2.41821 5.68052 -0.60800 -0.004 -0.454 -0.103 0.000
H 4.05958 5.08219 -2.34877 -0.269 -0.290 0.067 -0.001
H 3.95477 2.84139 -3.47640 -0.220 0.221 0.208 0.000
H 2.10011 1.25796 -2.91161 0.292 0.146 0.156 -0.001
C -2.49613 -3.22474 -0.27096 -0.123 0.015 0.192 0.000
C -1.05290 -3.47158 -0.53280 0.240 0.038 -0.131 0.000
N -0.18872 -2.66710 -1.16933 -0.324 -0.348 -0.115 -0.003
C 1.05130 -3.32570 -1.16634 -0.725 -0.153 0.236 0.000
C 0.89917 -4.51212 -0.52196 0.033 0.223 -0.096 0.000
N -0.42802 -4.58888 -0.13411 0.030 0.332 -0.080 0.000
H -2.99509 -4.19432 -0.11420 -0.038 0.474 -0.158 0.000
H -2.62775 -2.61405 0.64296 0.064 -0.273 -0.440 0.000
H -2.96131 -2.70946 -1.12799 0.047 -0.301 0.310 0.000
H 1.91902 -2.87994 -1.63359 0.010 -0.280 0.151 0.000
H 1.60947 -5.28185 -0.30517 0.125 -0.248 0.014 0.000
H -0.89704 -5.34722 0.37066 0.501 0.310 -0.324 0.000
```
Positions in Å, forces in eV/Å.

The charge is +3. Its relative energy (zero: lowest compared OMol25 entry of this formula, charge and spin) is 283.9 kJ/mol. The expectation value of S² is 0.810. Its highest occupied orbital energy (spin up / spin down) is -15.6 / -15.8 eV. Its spin multiplicity is 2. For the gap between HOMO and LUMO (spin up / spin down), the calculation gives 4.08 / 4.43 eV.

No. 3
Molecular formula: C21H43Cl13N2O5P
Method: DFT, ωB97M-V with the def2-TZVPD basis set

XYZ file:
```
85
Properties=species:S:1:pos:R:3:forces:R:3:mulliken_charge:R:1
C 3.07473 -1.78462 2.74900 -0.543 -0.966 -0.013 -0.788
O 3.68276 -1.16561 1.62262 -0.387 0.620 0.921 -0.328
C 4.06643 0.18065 1.87071 0.731 0.939 -0.333 -0.716
C 3.51786 1.16974 0.77190 0.020 -0.520 -0.025 -0.428
C 2.30847 0.58125 -0.04319 0.124 1.946 0.613 -0.163
C 1.05934 0.61717 0.88214 0.356 -1.382 -0.055 -1.090
C -0.15678 -0.20460 0.30965 0.298 1.240 0.435 0.965
C -1.19581 0.84661 -0.23481 0.541 -0.137 -1.027 0.627
N -2.63234 0.46021 -0.05996 -0.647 -0.691 0.162 0.578
C -2.85460 -0.20293 1.25519 0.597 0.509 1.533 -0.258
P -4.65475 -0.57587 1.68738 -1.135 -1.472 1.393 0.189
O -4.64519 -0.44059 3.37023 0.919 0.545 -2.585 -0.359
Cl -5.82243 1.05240 1.03763 0.994 -0.069 0.179 -0.256
C -1.92757 -1.48195 1.23118 -0.695 0.476 -0.760 -0.135
O -2.31186 -2.41723 2.20203 -0.533 2.527 0.213 -0.230
N -1.62193 -3.63427 2.03276 0.255 -2.051 -0.743 0.223
O -2.27517 -4.37278 1.40770 0.530 0.367 0.482 -0.278
O -0.61624 -1.02370 1.40049 -0.774 -0.250 -0.170 -0.442
H 2.31972 -2.49894 2.34447 0.538 0.351 0.345 0.199
H 3.79656 -2.36266 3.36884 -0.284 0.441 -0.403 0.288
H 2.52882 -1.08228 3.41466 0.385 -0.156 -0.424 0.351
H 3.76918 0.54857 2.88018 -0.070 -0.548 -0.574 0.338
H 5.17835 0.25709 1.84841 -0.637 -0.165 0.044 0.444
H 3.21736 2.11330 1.28496 0.059 -0.570 -0.442 0.447
H 4.34667 1.43693 0.09033 -0.482 -0.182 0.229 -0.023
H 2.13235 1.31734 -0.86516 0.103 -0.679 0.247 -0.039
H 2.54279 -0.41090 -0.46383 -0.229 0.397 0.402 0.508
H 0.76123 1.64964 1.16934 0.208 -0.585 -0.468 0.416
H 1.34808 0.13000 1.84258 -0.337 0.150 -0.671 0.052
H 0.13797 -0.87200 -0.52546 -0.039 0.302 0.410 0.327
H -1.07532 1.87355 0.15497 -0.038 -0.912 0.180 0.377
H -1.02538 0.92653 -1.33528 -0.223 0.033 1.142 -1.735
H -2.93162 -0.19002 -0.79812 0.159 0.192 0.059 0.493
H -3.26270 1.27564 -0.14066 0.452 0.186 0.001 -0.048
H -2.38976 0.46820 2.02172 -0.392 -0.348 -0.511 0.357
H -3.95038 0.20187 3.60894 -0.297 -0.106 0.660 0.335
H -2.10070 -1.95986 0.22821 0.431 0.163 0.362 0.439
Cl 5.19470 -0.95834 -1.29378 0.164 -0.031 -0.026 -0.134
C 4.62252 0.04582 -2.64542 -0.204 -0.011 -0.128 0.082
C 5.69228 0.90458 -3.26848 0.136 -0.116 -0.163 -0.216
Cl 6.24012 2.19761 -2.17076 0.006 0.035 0.036 -0.176
H 3.80536 0.65942 -2.26833 0.099 0.013 -0.037 -0.353
H 4.22182 -0.63870 -3.39307 0.063 0.044 -0.042 0.477
H 5.28662 1.39010 -4.15399 -0.028 -0.043 0.039 0.044
H 6.56563 0.32719 -3.56657 -0.030 -0.022 0.151 0.390
Cl 1.52071 -6.97514 1.54370 0.011 0.016 -0.013 -0.183
C -0.03511 -7.18939 0.70317 -0.096 0.034 -0.069 -0.064
C -0.89259 -8.25270 1.35008 -0.101 0.048 -0.019 -0.445
Cl -0.21007 -9.88356 1.14248 0.010 0.030 0.025 -0.177
H 0.17425 -7.42521 -0.33898 0.047 -0.083 0.086 0.351
H -0.54930 -6.22983 0.74031 -0.025 -0.064 0.063 -0.080
H -1.87973 -8.26100 0.88763 0.057 0.024 -0.046 0.289
H -1.01622 -8.07122 2.41639 0.102 -0.021 -0.034 0.322
Cl -3.72659 6.28260 -1.67801 0.071 -0.076 -0.007 -0.180
C -4.61685 4.75514 -1.48270 -0.129 0.067 -0.009 -0.062
C -4.42687 4.15871 -0.10692 -0.530 0.314 -0.132 -0.111
Cl -2.75936 3.56938 0.15070 -0.060 0.303 0.306 -0.074
H -4.28899 4.07090 -2.26472 -0.318 0.563 0.328 0.018
H -5.67136 4.97797 -1.64273 -0.007 -0.009 0.151 0.373
H -5.07466 3.29715 0.02094 -0.034 0.012 -0.059 -0.156
H -4.65588 4.87910 0.67596 0.179 -0.013 -0.015 0.431
Cl 0.20281 1.47872 -3.07495 0.247 0.059 -0.366 -0.110
C -1.13827 0.95143 -4.12365 -0.053 -0.009 -0.183 -0.680
C -2.12699 2.06402 -4.37658 0.068 -0.201 -0.395 -0.556
Cl -3.03185 2.49468 -2.89993 0.501 -0.614 -0.378 -0.165
H -1.61809 0.09312 -3.65570 0.002 0.011 0.009 0.295
H -0.69593 0.62419 -5.06407 -0.015 0.068 0.023 0.457
H -2.85963 1.74592 -5.11764 0.014 -0.043 0.065 0.385
H -1.63447 2.96140 -4.74603 -0.015 0.008 0.172 0.321
Cl 4.15901 2.79681 -7.33553 -0.034 -0.045 0.025 -0.183
C 3.77415 4.25116 -6.38154 -0.013 0.102 0.024 -0.379
C 4.13034 4.08277 -4.92327 0.191 0.230 -0.047 -0.684
Cl 3.08002 2.89295 -4.11081 -0.158 0.050 -0.043 -0.063
H 2.71576 4.47023 -6.51172 0.038 -0.082 0.027 0.297
H 4.34893 5.07258 -6.80809 0.040 -0.043 0.068 0.328
H 4.00165 5.02895 -4.39858 -0.050 -0.038 -0.030 0.370
H 5.16383 3.76228 -4.79717 -0.070 -0.060 -0.007 0.322
Cl -2.57582 0.22835 5.98713 0.039 0.088 -0.189 -0.230
C -3.29653 -1.38692 6.23026 -0.226 -0.284 0.049 -0.189
C -3.01132 -1.93332 7.60962 -0.051 0.004 0.034 -0.547
Cl -1.28929 -2.32871 7.82904 0.003 0.037 -0.017 -0.179
H -2.91608 -2.04651 5.45212 0.090 0.075 0.056 0.195
H -4.37154 -1.27824 6.08982 0.034 0.039 0.061 0.316
H -3.57132 -2.85550 7.76198 0.005 0.027 -0.090 0.338
H -3.29803 -1.22686 8.38664 0.070 0.015 -0.063 0.342
```
Positions in Å, forces in eV/Å.

The charge is +1. Its highest occupied orbital energy is -11.5 eV. For the gap between HOMO and LUMO, the calculation gives 7.97 eV.